(1)
19
Properties=species:S:1:pos:R:3 method="wB97M-V/def2-TZVPD" e_tot_ev=-30605.2516 total_charge=0 smiles=c1ccc2c(c1)[pH]c1cscc12 molar_mass_g_mol=190.207 e_homo_ev=-7.695 e_above_lowest_kcal_mol=0.0 gap_ev=8.2 lumo_ev=0.497
C -2.424 1.148 -0.227
C -2.919 -0.113 -0.160
C -1.056 1.426 -0.155
C -1.975 -1.211 -0.154
C 1.898 -0.781 -0.043
C 3.279 -0.668 -0.122
C -0.151 0.426 -0.101
C 1.296 0.544 -0.057
C -0.661 -0.909 0.078
C 2.191 1.546 -0.012
P 0.626 -2.163 0.065
S 3.776 0.988 -0.035
H -3.218 1.945 -0.112
H -4.077 -0.236 -0.248
H -0.671 2.429 0.062
H -2.333 -2.272 -0.145
H 0.419 -3.287 1.024
H 4.040 -1.446 0.198
H 1.960 2.635 0.143

(2)
28
Properties=species:S:1:pos:R:3 method="wB97M-V/def2-TZVPD" e_tot_ev=-33834.1501 total_charge=+2 molar_mass_g_mol=293.171 e_homo_ev="-15.420 / -15.420" e_above_lowest_kcal_mol=30.7 gap_ev="6.9 / 6.9" lumo_ev="-8.503 / -8.503"
O 3.230 0.234 -3.186
C 2.163 0.113 -2.823
Al -0.431 -0.540 -1.608
O -0.982 2.534 -2.110
C -0.721 1.418 -1.988
C -2.370 -0.656 -0.924
O -3.450 -0.792 -0.538
C -0.242 -2.510 -1.700
O -0.573 -3.616 -1.425
C -1.039 -1.241 -3.588
O -1.325 -1.840 -4.537
H 0.786 -2.082 -2.247
C -1.476 2.149 2.523
N -0.434 1.264 1.980
C 0.699 0.980 2.689
C 1.622 0.128 2.172
C 1.389 -0.488 0.928
N 0.273 -0.152 0.226
C -0.653 0.697 0.768
O -1.714 0.984 0.118
N 2.237 -1.354 0.346
H -1.652 3.011 1.867
H -1.122 2.499 3.499
H -2.421 1.604 2.652
H 0.751 1.487 3.655
H 2.532 -0.120 2.709
H 3.025 -1.704 0.902
H 1.896 -2.008 -0.362

(3)
31
Properties=species:S:1:pos:R:3 method="wB97M-V/def2-TZVPD" e_tot_ev=-292450.8686 total_charge=-2 molar_mass_g_mol=762.214 e_homo_ev=-1.295 e_above_lowest_kcal_mol=65.4 gap_ev=4.9 lumo_ev=3.563
Sr 0.649 1.147 1.328
Se -2.688 2.075 8.860
Sb -0.746 2.615 7.542
Se -1.215 3.773 0.785
Se 0.839 -0.275 3.860
Se 0.838 3.820 8.892
C 1.312 -3.495 0.279
C 1.201 -3.686 -1.084
C 0.771 -2.631 -1.876
C 0.451 -1.426 -1.267
N 0.548 -1.247 0.048
C 0.988 -2.249 0.809
C 0.016 -0.246 -2.075
C -0.604 -0.412 -3.307
C -0.975 0.703 -4.038
C -0.713 1.957 -3.516
C -0.107 2.032 -2.271
N 0.245 0.961 -1.559
H 1.667 -4.279 0.934
H 1.462 -4.636 -1.535
H 0.720 -2.738 -2.951
H 1.110 -2.029 1.865
H -0.823 -1.406 -3.673
H -1.473 0.592 -4.993
H -0.992 2.861 -4.038
H 0.067 2.990 -1.799
O 2.659 0.113 1.792
O 2.430 -0.693 2.993
F -1.947 1.029 0.389
B -2.278 2.339 0.168
F -3.411 2.441 -0.563

(4)
63
Properties=species:S:1:pos:R:3 method="wB97M-V/def2-TZVPD" e_tot_ev=-539975.3848 total_charge=0 molar_mass_g_mol=1663.446 e_homo_ev=-8.780 e_above_lowest_kcal_mol=0.0 gap_ev=8.8 lumo_ev=-0.011
N 3.038 -6.040 -1.575
P 3.110 -6.286 -0.013
Si 5.084 -5.788 0.971
O 5.467 -4.259 0.508
Si 6.107 -3.786 -0.957
H 3.912 -5.712 -1.967
H 2.843 -7.618 0.380
H 2.133 -5.551 0.675
H 6.084 -6.806 0.597
H 4.919 -5.796 2.441
H 6.659 -4.988 -1.627
H 4.990 -3.293 -1.765
H 7.163 -2.780 -0.759
C 0.386 -1.752 5.711
Cl 0.793 -0.514 6.898
Cl 0.697 -1.143 4.081
Cl 1.338 -3.208 6.032
Cl -1.334 -2.137 5.822
C 4.619 -0.373 -4.139
Cl 3.038 0.182 -4.690
Cl 4.889 0.160 -2.474
Cl 4.677 -2.131 -4.214
Cl 5.885 0.282 -5.191
C -5.864 -3.083 4.604
Cl -6.794 -2.644 6.037
Cl -4.134 -3.058 4.976
Cl -6.325 -4.700 4.067
Cl -6.155 -1.915 3.316
C 3.965 1.325 3.412
Cl 5.187 2.394 2.715
Cl 3.862 1.599 5.154
Cl 2.399 1.669 2.672
Cl 4.413 -0.356 3.107
C -3.720 -1.484 0.286
Cl -2.693 -1.464 -1.146
Cl -2.715 -1.319 1.735
Cl -4.861 -0.137 0.226
Cl -4.613 -3.004 0.371
C -5.911 3.675 1.959
Cl -6.547 3.201 0.375
Cl -7.255 4.015 3.051
Cl -4.942 2.349 2.599
Cl -4.908 5.116 1.784
C 4.004 4.654 -4.285
Cl 2.321 4.176 -4.040
Cl 4.645 5.349 -2.780
Cl 4.937 3.224 -4.729
Cl 4.124 5.861 -5.564
C 0.941 5.417 0.470
Cl 1.631 6.247 1.864
Cl 0.155 3.934 1.025
Cl -0.267 6.463 -0.297
Cl 2.185 5.071 -0.727
C -9.061 2.130 -3.292
Cl -10.022 3.328 -4.161
Cl -8.523 0.877 -4.410
Cl -7.652 2.920 -2.571
Cl -10.036 1.403 -2.012
C -1.656 3.221 -4.107
Cl -0.582 1.974 -4.757
Cl -1.998 4.412 -5.364
Cl -3.161 2.475 -3.567
Cl -0.871 4.018 -2.740

(5)
27
Properties=species:S:1:pos:R:3 method="wB97M-V/def2-TZVPD" e_tot_ev=-78498.9520 total_charge=0 molar_mass_g_mol=362.065 e_homo_ev=-9.036 gap_ev=8.2 lumo_ev=-0.826
O 4.584 -2.341 0.160
C 3.664 -1.730 -0.313
O 3.779 -0.897 -1.418
C 2.272 -1.849 0.328
C 1.652 -0.458 0.741
C 0.138 -0.505 0.389
C -0.475 0.494 -0.474
C -1.850 0.325 -0.761
C -2.574 -0.776 -0.214
N -3.876 -1.091 -0.400
S -4.141 -2.460 0.421
N -2.674 -2.786 1.097
C -1.937 -1.759 0.647
C -0.550 -1.565 0.925
H 3.430 -1.407 -2.166
H 2.234 -2.559 1.165
H 1.600 -2.263 -0.452
H 2.161 0.387 0.255
H 1.713 -0.300 1.832
H 0.112 1.312 -0.902
H -2.340 1.042 -1.426
H -0.038 -2.297 1.560
C -1.378 4.696 -0.197
Cl -1.303 6.313 0.514
Cl 0.191 4.299 -0.919
Cl -1.769 3.514 1.058
Cl -2.627 4.659 -1.450

(6)
31
Properties=species:S:1:pos:R:3 method="wB97M-V/def2-TZVPD" e_tot_ev=-81634.2681 total_charge=+2 multiplicity=6 molar_mass_g_mol=416.554 e_homo_ev="-16.401 / -14.863" e_above_lowest_kcal_mol=204.5 s_squared=9.121 gap_ev="5.4 / 3.0" lumo_ev="-10.996 / -11.842"
N 0.857 0.552 2.377
C 0.482 0.267 0.939
C 1.700 0.139 -0.191
C 3.152 -0.459 0.288
F 3.909 0.655 0.917
F 2.992 -1.646 1.208
C 4.079 -1.009 -0.971
F 3.282 -1.496 -2.131
F 5.108 -0.007 -1.402
F 4.819 -2.204 -0.450
O 1.650 1.525 -0.762
C 0.225 1.658 -1.211
O -0.178 2.023 -2.430
C -0.579 1.308 0.173
Cl -0.747 3.027 0.939
C -2.144 0.827 0.131
C -2.566 -0.072 -1.172
C -2.661 -1.687 -0.751
F -1.475 -2.511 -1.078
C -3.932 -2.190 -0.126
F -4.730 -3.318 -0.735
F -4.464 -1.534 1.122
H 1.679 -0.026 2.699
H 1.135 1.545 2.538
H -0.088 -0.762 0.825
H 1.182 -0.462 -1.083
H -2.806 1.805 0.117
H -2.363 0.146 1.087
H -1.906 0.092 -2.124
H -3.682 0.226 -1.459
Mn -1.930 3.587 2.716

What did the third record say?
31
Properties=species:S:1:pos:R:3 method="wB97M-V/def2-TZVPD" e_tot_ev=-292450.8686 total_charge=-2 molar_mass_g_mol=762.214 e_homo_ev=-1.295 e_above_lowest_kcal_mol=65.4 gap_ev=4.9 lumo_ev=3.563
Sr 0.649 1.147 1.328
Se -2.688 2.075 8.860
Sb -0.746 2.615 7.542
Se -1.215 3.773 0.785
Se 0.839 -0.275 3.860
Se 0.838 3.820 8.892
C 1.312 -3.495 0.279
C 1.201 -3.686 -1.084
C 0.771 -2.631 -1.876
C 0.451 -1.426 -1.267
N 0.548 -1.247 0.048
C 0.988 -2.249 0.809
C 0.016 -0.246 -2.075
C -0.604 -0.412 -3.307
C -0.975 0.703 -4.038
C -0.713 1.957 -3.516
C -0.107 2.032 -2.271
N 0.245 0.961 -1.559
H 1.667 -4.279 0.934
H 1.462 -4.636 -1.535
H 0.720 -2.738 -2.951
H 1.110 -2.029 1.865
H -0.823 -1.406 -3.673
H -1.473 0.592 -4.993
H -0.992 2.861 -4.038
H 0.067 2.990 -1.799
O 2.659 0.113 1.792
O 2.430 -0.693 2.993
F -1.947 1.029 0.389
B -2.278 2.339 0.168
F -3.411 2.441 -0.563